1.
Here is C36H56As3ClCsN3O16PS2 as an isolated structure at a distorted geometry from the OMol25 dataset. Energies are from wB97M-V/def2-TZVPD.

Calculated values
Charge: -1
Orbital gap in eV: 7.69

```
119
Properties=species:S:1:pos:R:3:forces:R:3
Cs -0.04093 -1.30171 1.17155 -0.06 1.55 -0.26
O -1.74918 -2.11724 -0.58341 -0.88 -0.34 -1.19
S -3.24452 -2.14656 -0.63134 -0.11 0.12 0.33
C -3.68575 -3.72534 0.14164 -0.06 -0.16 -0.04
C -2.67192 -4.83291 -0.16778 -0.03 0.04 0.00
C -1.42577 -4.85169 0.74187 0.03 0.04 -0.26
C -0.16073 -5.32552 0.00393 -0.09 -0.12 0.09
S 0.39737 -4.15157 -1.25913 -0.36 0.21 0.07
O 1.06609 -3.09098 -0.46059 0.48 -0.43 -0.71
C 1.68825 -5.11832 -2.01650 0.09 -0.19 0.11
C 2.99538 -4.92372 -1.60099 0.00 -0.03 -0.07
C 4.00656 -5.64477 -2.22214 0.00 0.00 -0.01
C 3.70640 -6.53702 -3.24303 -0.02 0.00 0.01
C 2.39160 -6.71051 -3.65974 0.01 0.02 0.01
C 1.37512 -5.99086 -3.05030 0.03 0.00 0.04
C -3.68785 -2.50930 -2.32429 0.07 -0.16 -0.10
C -5.01834 -2.43633 -2.71691 0.02 -0.02 -0.05
C -5.34594 -2.66100 -4.04530 0.00 0.01 0.03
C -4.34706 -2.93900 -4.97094 0.04 0.00 0.01
C -3.01937 -2.99181 -4.57012 -0.02 0.00 0.01
C -2.68200 -2.77423 -3.23985 -0.07 0.00 -0.02
H -4.68496 -3.96386 -0.23066 0.01 -0.02 0.05
H -3.76234 -3.49065 1.20561 0.08 -0.03 -0.01
H -2.37144 -4.74335 -1.21712 0.03 0.03 0.02
H -3.18764 -5.79381 -0.09521 -0.01 0.00 0.01
H -1.58253 -5.54264 1.57404 -0.03 -0.01 -0.02
H -1.28919 -3.87562 1.21556 0.16 -0.18 -0.22
H -0.31323 -6.28226 -0.50623 -0.10 -0.01 0.08
H 0.68869 -5.41124 0.68690 0.00 -0.01 -0.04
H 3.19534 -4.20735 -0.81456 0.01 0.01 0.01
H 5.03344 -5.50617 -1.90884 0.00 0.00 0.01
H 4.50060 -7.09403 -3.72364 0.00 0.00 0.00
H 2.16179 -7.39536 -4.46589 0.00 0.00 0.00
H 0.34766 -6.09798 -3.38092 -0.01 0.00 0.01
H -5.78988 -2.19111 -1.99602 0.01 0.00 0.02
H -6.37941 -2.60313 -4.36144 0.00 0.00 -0.01
H -4.60362 -3.10171 -6.00984 -0.01 0.00 0.00
H -2.24251 -3.19670 -5.29598 0.01 0.00 0.00
H -1.65528 -2.80050 -2.89666 0.01 0.00 0.00
C -0.85959 2.85389 3.44662 0.06 -0.02 -0.06
As -0.47260 3.28127 1.57311 0.01 -0.09 0.40
C 0.92756 4.60139 1.98507 -0.01 -0.02 -0.11
C -2.05441 4.46602 1.38410 -0.02 0.02 -0.25
C -2.28695 5.20948 0.05498 -0.06 0.04 0.03
C -1.00383 5.81205 -0.51956 -0.01 0.03 -0.08
C -2.92566 4.30410 -1.02367 -0.07 -0.05 0.04
As -2.09762 2.84556 -2.08167 0.17 -0.04 -0.15
C -2.36389 1.30510 -0.91625 -0.25 -0.08 0.06
C -0.14878 3.02117 -1.92012 0.03 -0.13 -0.18
C -3.34103 6.33704 0.24639 0.10 -0.10 0.13
As -3.28841 7.84479 1.55119 0.02 -0.10 -0.07
C -3.94685 6.95297 3.17723 -0.02 0.06 -0.05
C -1.41795 8.08281 2.11934 -0.14 0.11 -0.06
H -0.91343 3.77819 4.02538 -0.01 -0.02 0.04
H -0.06647 2.21720 3.83999 -0.03 0.06 -0.03
H -1.79901 2.31146 3.50836 -0.04 -0.06 0.01
H 0.61473 5.28607 2.77342 -0.04 0.03 0.05
H 1.20386 5.17287 1.10149 0.04 0.02 -0.02
H 1.79264 4.03087 2.32441 -0.04 0.08 0.03
H -1.99831 5.17633 2.20290 0.08 0.18 0.13
H -2.91890 3.82695 1.59548 0.02 0.00 -0.01
H -0.23807 5.05105 -0.64909 -0.05 0.11 0.05
H -0.58970 6.59661 0.10757 -0.01 0.06 0.13
H -1.20379 6.24144 -1.50643 -0.02 0.03 0.02
H -3.29335 4.96409 -1.81397 -0.01 0.02 0.01
H -3.81663 3.81216 -0.61414 0.01 0.07 0.04
H -3.43985 1.12262 -0.86363 0.02 -0.07 -0.03
H -1.99489 1.40164 0.10063 0.12 0.06 -0.02
H -1.89540 0.43787 -1.38539 0.02 0.01 0.02
H 0.19070 3.91816 -2.43740 0.01 -0.04 -0.03
H 0.25841 2.15238 -2.44203 0.05 0.01 0.01
H 0.21092 3.01017 -0.89245 -0.04 -0.06 -0.16
H -4.30519 5.87115 0.47925 -0.02 0.01 0.02
H -3.48314 6.82634 -0.72120 0.03 0.05 0.02
H -4.88011 6.44085 2.94169 0.01 0.01 0.01
H -4.16184 7.73204 3.90880 0.00 -0.03 0.04
H -3.25097 6.23769 3.60904 0.05 -0.02 -0.02
H -0.85217 8.57842 1.33250 0.02 0.00 -0.01
H -0.91766 7.16502 2.40219 0.06 -0.19 0.03
H -1.45118 8.74928 2.98278 0.01 -0.01 -0.01
O -2.82474 -0.62664 4.37388 -0.23 0.02 0.00
Cl -2.75541 -0.99621 2.99342 0.28 -0.01 0.28
O -1.94698 -2.20405 2.85797 -0.96 -0.23 0.47
O -4.06746 -1.23593 2.44438 0.06 -0.01 0.02
O -2.08604 0.05266 2.24247 -1.09 0.40 0.39
C 3.09174 1.83943 -1.17133 -0.03 0.03 -0.03
O 2.87610 0.81815 -2.15012 0.08 0.04 -0.01
P 2.23341 -0.57098 -1.54483 -0.12 -0.13 0.10
O 3.55029 -1.42119 -1.14197 0.02 0.02 -0.01
C 4.62551 -1.62235 -2.05325 0.01 -0.02 -0.02
O 1.92534 -1.27778 -2.99516 0.07 0.05 -0.05
C 0.71325 -0.84602 -3.59896 -0.01 -0.07 -0.02
H 4.15556 1.92044 -0.94837 0.05 -0.02 0.01
H 2.55491 1.62267 -0.24297 -0.02 0.02 0.03
H 2.73254 2.78108 -1.58138 0.02 0.05 0.01
H 5.45702 -2.02543 -1.47838 0.02 -0.01 0.01
H 4.92379 -0.68220 -2.51847 0.01 0.02 -0.01
H 4.33837 -2.33198 -2.82940 -0.01 -0.02 -0.02
H 0.47634 -1.54478 -4.39945 0.00 -0.03 -0.02
H 0.82085 0.15527 -4.02028 0.00 0.03 -0.01
H -0.10761 -0.84532 -2.87404 -0.03 0.02 0.03
O 7.50077 -0.98633 4.86789 0.09 0.25 0.24
N 6.83137 -1.84823 4.32839 0.07 0.05 -0.35
O 7.17118 -3.01691 4.25984 -0.01 -0.31 0.07
C 5.59871 -1.46146 3.69301 0.01 -0.06 0.05
C 5.19407 -0.13614 3.73120 -0.07 0.01 0.01
C 4.01304 0.22555 3.14130 -0.06 0.31 0.17
C 3.19374 -0.66691 2.35050 0.06 -0.73 0.04
O 2.28186 -0.34720 1.58720 1.39 0.63 0.39
C 3.63093 -2.06059 2.50259 0.09 0.09 0.16
C 4.80038 -2.43617 3.09547 -0.08 0.07 0.01
N 2.73697 -3.14773 2.10633 0.40 0.59 0.07
O 3.21987 -4.15447 1.63374 0.18 -0.47 -0.20
O 1.55613 -2.99844 2.33393 0.37 -0.74 0.67
N 3.62033 1.62899 3.22441 0.18 -0.06 -1.32
O 2.43938 1.89560 3.13468 -0.10 -0.07 0.50
O 4.50757 2.47034 3.22692 0.08 0.05 0.48
H 5.80076 0.61049 4.22147 0.00 -0.01 0.03
H 5.08214 -3.47796 3.13474 0.02 0.01 0.01
```
Positions in Å, forces in eV/Å.

=====

2.
Here is C36H56BrLuN7O6PS2Se2 as an isolated structure at a distorted geometry from the OMol25 dataset. Energies are from wB97M-V/def2-TZVPD.

Calculated values
Charge: +2
Orbital gap in eV: 7.50

```
112
Properties=species:S:1:pos:R:3:forces:R:3
Lu -1.10630 0.39552 0.78244 1.18 0.03 -0.05
N 1.25965 0.48657 2.04043 0.26 -1.00 -0.13
C 1.98322 1.56297 1.34970 -0.53 0.31 -0.39
C 3.45492 1.74035 1.63689 -0.24 -0.52 0.28
C 3.85858 3.19576 1.76774 1.01 0.50 0.87
C 3.88024 4.09737 0.53293 0.16 0.35 -0.04
N 5.19200 4.03880 -0.15241 -1.63 -1.01 -2.73
C 5.34670 3.77938 -1.47296 0.09 0.20 -0.19
N 4.39370 3.23465 -2.24675 0.12 0.36 0.67
N 6.50800 4.11427 -2.10376 -0.36 -0.77 -0.03
C 1.64781 1.50052 -0.16467 0.31 0.20 0.58
O 2.54729 1.66915 -0.97444 0.73 0.13 -0.49
O 0.43862 1.33628 -0.46928 -1.00 -0.59 0.43
H 1.34310 0.58763 3.06085 0.03 -0.05 -0.62
H 1.67967 -0.42834 1.76925 -0.28 1.07 0.63
H 1.52086 2.46807 1.71659 -0.50 0.52 -0.04
H 4.03439 1.23116 0.88088 0.32 -0.18 -0.22
H 3.63024 1.23912 2.59491 0.29 0.16 -0.03
H 4.88864 3.17127 2.21508 -0.82 0.39 -0.24
H 3.20748 3.71478 2.49126 0.22 -0.37 -0.02
H 3.74558 5.16421 0.82631 -0.06 -0.79 -0.11
H 3.07387 3.81436 -0.16907 0.63 0.32 0.27
H 6.02601 4.14654 0.34653 1.10 0.34 1.05
H 3.59025 2.70172 -1.87427 0.33 0.21 0.11
H 4.37850 3.49849 -3.21870 0.12 -0.16 -0.02
H 7.23713 4.62274 -1.61760 -0.22 -0.14 -0.21
H 6.76454 3.55961 -2.93794 -0.16 0.73 0.94
C -2.45237 -1.82218 2.92510 -0.99 0.68 0.82
O -1.26412 -1.58543 2.15962 -0.02 0.51 0.11
C -0.17103 -2.38475 2.41677 -0.63 -1.62 0.65
C -0.12855 -3.33064 3.48047 1.43 0.86 -2.19
C 1.04427 -4.12780 3.50422 -1.39 -0.88 1.21
Br 1.11719 -5.60633 4.73756 -0.12 0.63 -0.16
C 2.03679 -4.09565 2.57279 -0.08 1.10 -1.62
C 1.89758 -3.19611 1.45013 -0.07 -1.27 1.71
C 0.75657 -2.39236 1.37835 1.22 -0.28 0.07
O 0.53727 -1.54018 0.33431 -0.57 0.12 0.07
C 2.85003 -3.40928 0.37292 0.39 0.31 -1.15
N 2.52156 -3.30690 -0.90706 0.21 -0.72 0.59
C 3.57451 -3.87589 -1.63144 1.72 0.46 1.92
C 3.85050 -4.00769 -3.00550 -1.58 0.32 0.20
C 5.09445 -4.46530 -3.33301 1.06 -0.70 -0.79
C 6.10241 -4.84075 -2.41535 -0.10 0.20 0.76
C 5.86570 -4.76129 -1.05098 -0.68 0.79 -0.14
C 4.62558 -4.22414 -0.67513 -1.03 0.06 -0.88
N 4.11649 -3.92279 0.59202 -0.60 0.00 -1.59
H -2.82223 -2.82688 2.72639 -0.04 0.01 -0.10
H -3.21272 -1.04853 2.61263 0.98 -1.03 0.39
H -2.25346 -1.71211 4.01339 -0.04 -0.06 -0.68
H -1.02644 -3.52662 4.03395 0.21 -0.06 0.59
H 2.82342 -4.86114 2.56019 -0.39 0.55 0.13
H 1.15076 -1.73408 -0.40387 -0.03 -0.14 -0.61
H 3.06723 -3.78671 -3.78640 1.07 -0.23 0.99
H 5.32423 -4.60793 -4.37978 0.02 0.10 -0.10
H 7.10686 -5.15650 -2.71091 -0.58 -0.01 -0.33
H 6.60620 -4.99574 -0.30002 0.12 -0.14 -0.09
H 4.67846 -3.84023 1.41942 -0.14 -0.10 0.21
C 2.48583 -0.60394 -4.01195 -0.97 1.39 -0.18
Se 0.82572 -0.92926 -2.97555 0.55 0.58 -0.15
C 0.28370 -2.58414 -3.79005 0.05 -0.59 -0.82
C -1.20798 -2.65767 -3.98839 -0.43 0.00 -0.72
Se -2.40491 -2.37728 -2.53499 -0.15 -0.19 1.42
C -2.14592 -4.00749 -1.43274 -1.20 0.53 -0.25
H 2.28390 -0.24798 -5.04510 -0.07 -0.21 0.78
H 3.08069 -1.46500 -4.04687 0.72 -1.35 -0.01
H 3.05186 0.15062 -3.45793 -0.25 0.00 -0.09
H 0.69065 -3.47240 -3.29615 -0.09 0.26 0.20
H 0.63071 -2.60127 -4.83018 0.51 0.11 0.25
H -1.46299 -3.60882 -4.48357 0.01 0.43 0.01
H -1.51618 -1.79293 -4.61517 0.21 -0.69 -0.04
H -2.21214 -4.82778 -2.14357 0.46 -0.21 0.26
H -3.04688 -4.08575 -0.78930 0.55 0.19 -0.34
H -1.26022 -3.95654 -0.81263 0.24 -0.20 -0.19
C -2.59215 3.40076 6.64858 0.52 0.00 -1.18
C -2.19723 2.66662 5.38211 0.50 0.32 0.04
C -1.51325 1.43360 5.33725 0.73 0.21 0.14
C -1.19923 0.85088 4.10806 -0.38 0.38 0.24
N -1.62320 1.37361 2.91609 0.77 -0.81 1.08
C -2.28125 2.52479 3.00642 -0.69 0.27 -1.30
C -2.52621 3.21210 4.15476 -1.27 1.19 0.39
H -1.94132 4.26547 6.89302 -0.07 -0.75 -0.13
H -2.61959 2.66169 7.42221 -0.21 0.06 0.86
H -3.55899 3.83203 6.41897 -0.37 -0.04 0.48
H -1.09849 1.00872 6.27154 -0.50 0.07 -0.70
H -0.61774 -0.08055 4.09758 -0.28 0.46 -0.18
H -2.71532 2.91013 2.08465 0.39 -0.09 0.22
H -3.12839 4.15940 4.04574 0.85 -1.09 0.38
C -6.64628 3.15838 -0.93755 -0.80 -2.07 0.62
C -6.41741 2.22313 0.27123 -0.12 0.56 -0.32
C -7.05804 0.86007 0.15292 -0.11 -0.61 0.30
O -4.97001 2.12941 0.57819 -0.11 -0.09 -0.91
P -3.89171 1.49547 -0.39664 0.40 -0.29 1.79
S -3.52825 -0.39952 0.30193 -0.27 0.48 -0.65
S -2.22120 2.59961 -0.26144 -0.40 -0.38 -0.56
O -4.54128 1.43675 -1.80549 0.49 0.01 -1.11
C -3.73340 1.05883 -2.98557 1.08 -0.62 -0.96
C -3.41468 2.27600 -3.83122 0.32 0.77 1.34
C -4.50256 0.08671 -3.82496 -0.21 -0.20 -0.27
H -7.66785 3.49703 -0.95661 -0.44 0.23 0.28
H -6.50710 2.60932 -1.85173 0.27 0.04 -0.41
H -5.99872 3.97087 -0.84155 1.02 1.41 -0.12
H -6.78047 2.74643 1.13687 -0.14 0.09 0.53
H -6.55782 0.32812 -0.70121 -1.04 0.26 0.63
H -8.16455 1.02132 0.05324 1.02 -0.33 -0.44
H -6.94938 0.23250 1.07928 0.18 0.68 -0.81
H -2.79844 0.53490 -2.72769 -0.28 0.45 0.86
H -4.37282 2.71281 -4.06936 -0.22 0.57 -0.09
H -2.92980 2.05297 -4.78425 0.13 -0.31 0.33
H -2.79466 2.97446 -3.22173 -0.43 -0.25 -0.72
H -5.04058 0.67166 -4.55932 -0.95 -0.18 0.04
H -5.10280 -0.58430 -3.20737 -0.11 0.05 -0.38
H -3.81553 -0.49561 -4.44349 0.08 -0.14 0.30
```
Positions in Å, forces in eV/Å.

=====

What did we get for LUMO energy? Answer: 0.0615, -0.1598 Eh, in the order shown.
What did we get for E? Answer: -302002.9497, -326267.2147 eV, in the order shown.